[1]
DFT (wB97M-V/def2-TZVPD) results for the molecule C8H10N2O4.

Each line ends with the Löwdin charge.
Geometry (Å):
H: 2.499 2.718 1.822  0.076
C: 0.363 2.472 1.604  -0.048
H: -1.306 -2.186 -2.114  0.112
N: -2.036 -2.200 -1.351  0.114
C: 1.194 0.682 -0.346  -0.011
C: -1.176 0.094 -0.897  -0.029
H: -2.059 -2.254 1.173  0.162
N: 0.053 -2.175 -0.326  -0.342
O: 3.454 1.151 0.218  0.064
H: 1.502 0.027 -1.157  0.115
C: 2.133 1.328 0.396  -0.312
C: 1.716 2.295 1.353  0.014
O: 0.822 -2.069 -1.278  0.044
H: -1.591 1.768 1.021  0.084
H: -2.510 -3.024 -1.007  0.088
C: -0.576 1.785 0.835  -0.035
O: 0.228 -2.879 0.615  0.122
H: 3.575 0.438 -0.450  0.129
C: -1.277 -1.411 -0.348  -0.549
O: -1.758 -1.332 0.886  0.072
C: -0.138 0.920 -0.176  -0.229
H: -0.999 -0.014 -2.030  0.147
H: -2.119 0.603 -0.633  0.124
H: 0.005 3.261 2.189  0.088

2S+1	1
SMILES	N[C@](O)(Cc1cccc(O)c1)[N+](=O)[O-]

---

[2]
DFT (wB97M-V/def2-TZVPD) results for a cluster of 2 separate species, C8H16N2 in total.

Each line ends with the Löwdin charge.
Geometry (Å):
H: -0.176 -0.849 -0.042  0.036
H: 2.201 0.069 -2.593  0.071
H: 0.069 -2.495 -0.833  0.077
H: -0.696 2.842 -0.826  0.139
H: 0.544 -0.786 -2.620  0.095
H: 1.941 -3.217 -1.713  0.076
C: 0.465 -1.744 -0.143  -0.063
H: -0.062 2.770 1.612  0.109
H: 0.800 0.667 -1.640  0.046
C: -1.083 0.761 1.521  -0.365
C: 1.687 -1.202 -0.943  -0.486
C: 2.562 -2.312 -1.568  -0.104
H: 0.871 -2.184 0.757  0.074
H: 2.451 -0.779 -0.235  0.127
C: -0.643 2.003 1.143  -0.070
H: -1.512 0.321 3.636  0.068
H: 0.182 0.374 3.144  0.077
H: -0.611 -1.003 2.663  0.072
C: 1.302 -0.210 -2.047  -0.087
C: -1.832 1.100 -0.484  -0.196
C: -0.834 0.062 2.835  -0.038
H: -2.375 0.910 -1.391  0.116
H: 3.477 -2.567 -1.054  0.060
N: -1.088 2.217 -0.143  0.045
N: -1.831 0.239 0.497  0.057
H: 2.998 -2.044 -2.536  0.064

2S+1	1
SMILES	Cc1c[nH]cn1.CC(C)C

---

Number 1: electronic energy -19624.7565 eV. Number 2: electronic energy -11534.9425 eV.